{"formula": "C34H41ClGeI2N3O2RuS2Si", "method": "ωB97M-V/def2-TZVPD", "species": ["Ru", "C", "Si", "C", "C", "C", "C", "C", "C", "N", "C", "S", "H", "H", "H", "H", "H", "H", "H", "H", "H", "H", "H", "H", "I", "C", "I", "H", "H", "Cl", "S", "C", "N", "C", "C", "C", "N", "H", "H", "H", "H", "H", "H", "H", "H", "O", "C", "O", "C", "C", "Ge", "C", "C", "C", "C", "C", "C", "C", "C", "C", "C", "C", "C", "C", "C", "C", "C", "C", "C", "H", "H", "H", "H", "H", "H", "H", "H", "H", "H", "H", "H", "H", "H", "H", "H", "H", "H", "H"], "positions_angstrom": [[-2.1479, -1.2760, -0.4996], [-4.0902, 5.1980, 0.4212], [-4.9191, 3.6621, -0.2294], [-4.7293, 3.6059, -2.0731], [-6.7372, 3.7018, 0.1745], [-4.2053, 2.2087, 0.7394], [-4.4465, 2.1845, 2.1094], [-4.0105, 1.1381, 2.9190], [-3.3581, 0.0871, 2.3162], [-3.1134, 0.0857, 1.0046], [-3.4711, 1.1208, 0.2373], [-2.8395, 0.8808, -1.3601], [-4.4996, 6.0900, -0.0644], [-3.0155, 5.1689, 0.2194], [-4.2293, 5.3110, 1.5004], [-5.2183, 4.4911, -2.4943], [-5.1935, 2.7169, -2.5072], [-3.6812, 3.6137, -2.3812], [-7.2185, 4.5373, -0.3444], [-6.9219, 3.8260, 1.2455], [-7.2260, 2.7787, -0.1491], [-4.9890, 3.0072, 2.5685], [-4.1808, 1.1368, 3.9868], [-3.0196, -0.7780, 2.8746], [-4.7572, -4.5700, 1.4349], [-5.9399, -2.9774, 0.7174], [-5.1641, -1.8007, -0.8635], [-6.1374, -2.3062, 1.5415], [-6.8523, -3.4174, 0.3391], [-2.0693, -3.4794, -1.2922], [-1.2450, -2.1186, 1.6403], [-0.1999, -3.4489, 1.2110], [-0.4311, -4.6431, 1.7550], [0.2948, -5.8609, 1.3799], [0.8912, -5.6645, -0.0010], [1.7015, -4.3833, 0.0028], [0.8590, -3.2761, 0.4543], [-1.2927, -4.7164, 2.2693], [-0.4058, -6.6936, 1.3907], [1.0764, -6.0626, 2.1158], [0.0806, -5.5657, -0.7245], [1.5139, -6.5164, -0.2742], [2.0713, -4.1435, -0.9919], [2.5648, -4.4703, 0.6667], [0.8959, -2.3795, -0.0452], [-1.2834, -0.8946, -2.7580], [-0.1755, -0.7106, -2.2385], [-0.0036, -0.8768, -0.9834], [1.0025, -0.3011, -3.0838], [2.3347, -0.7578, -2.4977], [2.9270, 0.1716, -0.8881], [4.1444, -1.0392, 0.0534], [4.5623, -2.2352, -0.5349], [5.4637, -3.0788, 0.1066], [5.9648, -2.7381, 1.3547], [5.5735, -1.5456, 1.9498], [4.6791, -0.7045, 1.3015], [1.6910, 0.9914, 0.3614], [1.5337, 0.5542, 1.6744], [0.6370, 1.1891, 2.5302], [-0.1315, 2.2493, 2.0719], [0.0009, 2.6811, 0.7560], [0.9083, 2.0591, -0.0881], [3.9900, 1.7042, -1.5107], [4.5070, 2.5863, -0.5567], [5.2716, 3.6826, -0.9281], [5.5273, 3.9273, -2.2718], [5.0137, 3.0722, -3.2349], [4.2534, 1.9700, -2.8548], [0.9785, 0.7882, -3.1861], [0.8243, -0.7237, -4.0716], [3.1434, -0.5835, -3.2087], [2.2956, -1.8337, -2.3200], [4.1948, -2.5151, -1.5155], [5.7776, -3.9997, -0.3717], [6.6669, -3.3915, 1.8575], [5.9677, -1.2705, 2.9208], [4.4076, 0.2347, 1.7708], [2.1023, -0.2922, 2.0414], [0.5249, 0.8358, 3.5489], [-0.8347, 2.7396, 2.7355], [-0.6040, 3.5021, 0.3892], [1.0139, 2.4182, -1.1068], [4.3021, 2.4186, 0.4968], [5.6658, 4.3488, -0.1704], [6.1203, 4.7841, -2.5654], [5.2048, 3.2597, -4.2844], [3.8628, 1.3214, -3.6308]], "forces_ev_per_angstrom": [[-0.39, 0.25, 1.12], [0.06, 0.22, 0.07], [0.05, 0.02, 0.06], [0.12, -0.15, -0.22], [-0.24, 0.07, 0.06], [0.03, -0.17, 0.03], [-0.02, 0.06, -0.01], [-0.07, 0.04, -0.02], [-0.04, -0.20, -0.07], [0.68, -0.17, -0.01], [-0.09, 0.40, -0.06], [0.02, -0.19, -0.11], [0.04, -0.05, 0.05], [-0.05, 0.02, 0.03], [0.03, 0.00, -0.06], [0.02, -0.06, 0.03], [0.03, 0.06, 0.01], [-0.07, 0.01, 0.00], [0.01, -0.06, 0.05], [-0.01, -0.02, -0.07], [0.01, 0.05, 0.02], [0.02, -0.05, -0.01], [0.00, -0.01, -0.03], [-0.01, 0.05, 0.00], [0.12, -0.04, -0.01], [-0.10, 0.05, -0.03], [0.46, 0.09, -0.05], [-0.01, -0.02, 0.06], [-0.08, 0.02, 0.05], [0.38, 0.03, 0.04], [0.06, -0.46, -0.49], [-0.28, 0.11, 0.44], [-0.05, -0.14, -0.04], [-0.02, 0.16, 0.06], [-0.08, 0.00, -0.03], [0.00, 0.08, 0.03], [0.20, 0.43, -0.61], [-0.03, 0.04, -0.02], [-0.05, 0.02, 0.02], [0.02, -0.03, 0.02], [0.01, -0.05, -0.06], [0.00, 0.04, 0.03], [-0.02, 0.04, -0.02], [0.05, 0.02, -0.02], [-0.09, -0.22, 0.21], [0.12, 0.07, -0.52], [-0.17, -0.24, -0.24], [-0.72, -0.18, 0.30], [0.17, -0.02, 0.04], [-0.22, -0.02, -0.06], [0.48, 0.24, 0.07], [0.10, -0.11, 0.08], [0.01, 0.03, 0.12], [-0.03, 0.03, 0.00], [-0.02, 0.01, -0.02], [-0.02, 0.00, -0.01], [0.04, -0.04, -0.07], [-0.30, -0.01, 0.08], [-0.10, 0.13, -0.03], [-0.03, -0.06, -0.09], [0.02, -0.02, -0.03], [0.02, -0.07, 0.01], [0.09, 0.02, 0.17], [0.08, 0.11, -0.06], [-0.01, -0.02, -0.06], [-0.01, -0.04, -0.01], [-0.03, -0.03, 0.01], [-0.02, -0.04, 0.04], [0.03, 0.05, 0.08], [-0.09, 0.02, -0.04], [0.06, 0.06, -0.08], [-0.02, -0.12, -0.11], [0.02, -0.03, 0.04], [0.00, -0.01, 0.00], [0.00, 0.03, 0.01], [-0.01, 0.00, 0.00], [0.00, 0.01, -0.03], [-0.04, -0.04, 0.02], [-0.01, -0.01, -0.01], [0.01, 0.02, -0.03], [0.00, -0.02, -0.02], [0.00, -0.02, 0.00], [-0.01, 0.01, 0.00], [0.00, 0.03, -0.04], [-0.01, 0.00, -0.01], [0.00, 0.00, 0.00], [-0.01, 0.00, 0.01], [0.01, 0.00, 0.01]], "mol_weight_g_mol": 1078.9, "spin_multiplicity": 2, "total_charge": 0, "relative_energy_kcal_mol": 37.4, "s2": 0.761}